This record from the OMol25 dataset describes 9 unconnected molecules or ions with the total composition C23H58Cl6O21S7. The level of theory is ωB97M-V with the def2-TZVPD basis set.

As for the multiplicity: 1. The calculation puts the highest occupied orbital energy at -10.54 eV. As for the total charge: 0. The calculation puts the HOMO-LUMO gap at 0.3941 hartree. For the LUMO energy, the calculation gives 0.183 eV. As for the SMILES: CCOS(C)(=O)=O.CCOS(C)(=O)=O.CCOS(C)(=O)=O.CCOS(C)(=O)=O.CCOS(C)(=O)=O.CCOS(C)(=O)=O.CCOS(C)(=O)=O.ClC(Cl)Cl.ClC(Cl)Cl. As for the largest force on an atom: 5.752 eV Å⁻¹. Its molar mass is 1107.9 g mol⁻¹. The calculation puts the electronic energy at -218765.435 eV.

Bonds (Å) are listed after each position.
Cartesian coordinates (Å):
1 C 13.72588 15.75280 15.02401  Cl2 1.761, Cl3 1.765, Cl4 1.795, H5 1.127
2 Cl 15.25496 15.45401 15.84539  C1 1.761
3 Cl 13.05742 14.26501 14.34981  C1 1.765
4 Cl 13.76374 17.04650 13.77996  C1 1.795
5 H 13.09971 16.06729 15.90701  C1 1.127
6 C 10.99457 17.62374 19.29788  Cl7 1.661, Cl8 1.820, Cl9 1.779, H10 1.042
7 Cl 10.48026 16.14137 18.75161  C6 1.661
8 Cl 10.95679 17.80260 21.10824  C6 1.820
9 Cl 10.14197 18.92344 18.43266  C6 1.779
10 H 12.00615 17.73021 19.06973  C6 1.042
11 O 16.99309 16.88469 10.19407  S12 1.421
12 S 18.36489 16.58584 10.41292  O11 1.421, O13 1.406, O14 1.667, C17 1.786
13 O 19.39079 17.27800 9.74465  S12 1.406
14 O 18.70704 16.76908 12.03378  S12 1.667, C15 1.464
15 C 17.81442 16.43722 13.14582  O14 1.464, C16 1.520, H18 1.099, H19 1.125
16 C 17.74392 17.67221 14.02938  C15 1.520, H20 1.128, H21 1.066, H22 1.118
17 C 18.55200 14.82690 10.16612  S12 1.786, H23 1.094, H24 1.085, H25 1.137
18 H 18.32260 15.57980 13.60904  C15 1.099
19 H 16.80907 16.16181 12.72267  C15 1.125
20 H 17.48399 18.55594 13.37914  C16 1.128
21 H 18.66417 17.79155 14.55504  C16 1.066
22 H 16.85948 17.56623 14.70441  C16 1.118
23 H 19.59304 14.59568 10.41242  C17 1.094
24 H 18.18180 14.64205 9.16307  C17 1.085
25 H 17.86535 14.39872 10.96425  C17 1.137
26 O 10.17517 17.27749 15.90322  S27 1.405
27 S 9.25547 17.45022 14.85476  O26 1.405, O28 1.416, O29 1.604, C32 1.714
28 O 9.74786 17.80983 13.57686  S27 1.416
29 O 8.27453 16.20125 14.62973  S27 1.604, C30 1.421
30 C 7.78109 15.59798 15.81804  O29 1.421, C31 1.545, H33 1.085, H34 1.114
31 C 7.00595 14.38447 15.25891  C30 1.545, H35 1.062, H36 1.135, H37 1.096
32 C 8.12157 18.58336 15.46267  S27 1.714, H38 1.095, H39 1.144, H40 1.117
33 H 7.13944 16.37102 16.22681  C30 1.085
34 H 8.61677 15.36802 16.51715  C30 1.114
35 H 7.64559 13.63540 14.86163  C31 1.062
36 H 6.31204 14.80678 14.46586  C31 1.135
37 H 6.38419 13.85576 15.98970  C31 1.096
38 H 8.53033 19.58353 15.64231  C32 1.095
39 H 7.66032 18.24880 16.45472  C32 1.144
40 H 7.27338 18.80264 14.76909  C32 1.117
41 O 14.97389 19.11807 12.17262  S42 1.376
42 S 14.43844 20.27500 11.65547  O41 1.376, O43 1.441, O44 1.598, C47 1.776
43 O 13.52454 21.07963 12.42567  S42 1.441
44 O 15.57228 21.24663 11.08689  S42 1.598, C45 1.456
45 C 16.68699 20.59309 10.41587  O44 1.456, C46 1.516, H48 1.078, H49 1.071
46 C 17.65048 21.64249 9.89867  C45 1.516, H50 1.067, H51 1.102, H52 1.075
47 C 13.60559 19.82502 10.15248  S42 1.776, H53 1.106, H54 1.118, H55 1.074
48 H 16.37332 20.05421 9.53688  C45 1.078
49 H 17.08263 19.88340 11.11302  C45 1.071
50 H 18.13813 22.30250 10.58015  C46 1.067
51 H 17.07408 22.35041 9.28110  C46 1.102
52 H 18.30683 21.07342 9.26541  C46 1.075
53 H 12.81496 19.15998 10.54860  C47 1.106
54 H 14.30909 19.19558 9.55436  C47 1.118
55 H 13.31933 20.72588 9.64219  C47 1.074
56 O 13.57262 18.18865 17.33277  S57 1.441
57 S 13.78599 19.53011 16.85247  O56 1.441, O58 1.398, O59 1.551, C62 1.736
58 O 13.77843 20.62964 17.71526  S57 1.398
59 O 15.15202 19.54192 16.11755  S57 1.551, C60 1.495
60 C 15.64618 20.81839 15.51553  O59 1.495, C61 1.504, H63 1.103, H64 1.058
61 C 16.99819 21.13205 16.09470  C60 1.504, H65 1.137, H66 1.094, H67 1.064
62 C 12.66348 19.76856 15.54998  S57 1.736, H68 1.093, H69 1.107, H70 1.105
63 H 14.93422 21.60495 15.81852  C60 1.103
64 H 15.63101 20.64892 14.47145  C60 1.058
65 H 16.90188 21.04424 17.22437  C61 1.137
66 H 17.15311 22.16852 15.77967  C61 1.094
67 H 17.79188 20.56639 15.66910  C61 1.064
68 H 11.63962 19.68677 15.92319  C62 1.093
69 H 12.76647 18.97073 14.79003  C62 1.107
70 H 12.74859 20.77574 15.10412  C62 1.105
71 O 12.45920 9.18005 16.43333  S72 1.418
72 S 13.70952 9.37344 17.07401  O71 1.418, O73 1.452, O74 1.590, C77 1.734
73 O 14.81499 9.23994 16.14262  S72 1.452
74 O 13.67680 10.78604 17.80330  S72 1.590, C75 1.430
75 C 14.26732 11.88323 17.10187  O74 1.430, C76 1.573, H78 1.103, H79 1.102
76 C 15.64593 12.24801 17.76686  C75 1.573, H80 1.102, H81 1.044, H82 1.102
77 C 13.87524 8.31968 18.44102  S72 1.734, H83 1.088, H84 1.086, H85 1.119
78 H 13.54744 12.68735 17.32767  C75 1.103
79 H 14.37246 11.73902 16.01393  C75 1.102
80 H 16.29780 12.79758 17.06909  C76 1.102
81 H 16.21398 11.44261 18.11089  C76 1.044
82 H 15.50138 12.87121 18.66458  C76 1.102
83 H 14.89862 8.47806 18.77343  C77 1.088
84 H 13.82406 7.31541 18.03036  C77 1.086
85 H 13.09226 8.48482 19.22264  C77 1.119
86 O 11.94819 17.20911 8.28092  S87 1.430
87 S 10.84823 16.37812 8.65955  O86 1.430, O88 1.467, O89 1.579, C92 1.827
88 O 9.44391 16.70053 8.38275  S87 1.467
89 O 11.18993 14.98312 8.00291  S87 1.579, C90 1.471
90 C 10.19604 13.91168 8.16717  O89 1.471, C91 1.504, H93 1.104, H94 1.076
91 C 10.82310 12.66902 7.59629  C90 1.504, H95 1.073, H96 1.109, H97 1.121
92 C 10.95900 16.02842 10.44884  S87 1.827, H98 1.099, H99 1.105, H100 1.111
93 H 9.26296 14.19145 7.64820  C90 1.104
94 H 10.00485 13.89529 9.22641  C90 1.076
95 H 10.17497 11.81374 7.58237  C91 1.073
96 H 11.71662 12.41974 8.20328  C91 1.109
97 H 11.25945 12.92008 6.59425  C91 1.121
98 H 10.61284 16.82480 11.12218  C92 1.099
99 H 12.01686 15.79633 10.67021  C92 1.105
100 H 10.36660 15.13399 10.73901  C92 1.111
101 O 19.23028 15.06952 19.87058  S102 1.434
102 S 18.93051 15.49568 18.53478  O101 1.434, O103 1.397, O104 1.565, C107 1.795
103 O 19.31337 14.72956 17.43171  S102 1.397
104 O 17.41250 15.86028 18.42095  S102 1.565, C105 1.462
105 C 16.71497 16.58381 19.48311  O104 1.462, C106 1.556, H108 1.118, H109 1.092
106 C 16.18484 17.98183 19.05138  C105 1.556, H110 1.093, H111 1.119, H112 1.066
107 C 19.69202 17.10526 18.30688  S102 1.795, H113 1.094, H114 1.114, H115 1.096
108 H 17.38135 16.60027 20.38034  C105 1.118
109 H 15.89354 15.91060 19.73899  C105 1.092
110 H 16.95946 18.61141 18.60558  C106 1.093
111 H 15.74087 18.44014 19.97006  C106 1.119
112 H 15.47599 17.79967 18.27573  C106 1.066
113 H 20.78177 17.09928 18.40527  C107 1.094
114 H 19.28996 17.76966 19.10593  C107 1.114
115 H 19.43959 17.51787 17.32352  C107 1.096